Density functional theory data (ωB97M-V with the def2-TZVPD basis set) for C41H51N4O3P2STl as an isolated structure.

Geometry as XYZ:
```
103
Properties=species:S:1:pos:R:3:lowdin_charge:R:1
Tl 0.027 1.420 0.063 0.735
C 0.499 3.127 -3.591 -0.208
C 1.656 2.146 -3.377 -0.194
N 2.067 2.007 -1.985 -0.130
C 2.968 3.013 -1.436 -0.279
C 2.411 4.424 -1.291 -0.451
S 0.898 4.611 -0.296 0.826
C -0.302 5.213 -1.522 -0.463
C -1.225 4.166 -2.154 -0.289
N -0.529 2.971 -2.582 -0.118
H 0.114 2.989 -4.610 0.121
H 0.878 4.145 -3.552 0.090
H 2.492 2.453 -4.026 0.121
H 1.335 1.156 -3.712 0.108
H 2.507 1.107 -1.876 0.061
H 3.887 3.110 -2.037 0.119
H 3.266 2.661 -0.446 0.109
H 2.229 4.887 -2.259 0.062
H 3.174 5.021 -0.791 0.074
H 0.256 5.768 -2.276 0.067
H -0.922 5.936 -0.991 0.071
H -1.777 4.666 -2.966 0.118
H -1.959 3.854 -1.407 0.101
H -1.185 2.247 -2.847 0.090
C -0.887 -3.437 -0.819 -0.293
C -1.995 -2.696 -0.065 -0.340
P -1.945 -0.885 -0.356 0.923
C -3.421 -0.257 0.517 -0.374
C -4.117 -0.967 1.490 -0.090
C -5.165 -0.373 2.185 -0.085
C -5.527 0.939 1.920 -0.091
C -4.838 1.661 0.953 -0.080
C -3.793 1.068 0.265 -0.116
C -2.517 -0.805 -2.105 -0.359
C -3.841 -0.932 -2.521 -0.078
C -4.176 -0.797 -3.860 -0.079
C -3.191 -0.538 -4.806 -0.089
C -1.866 -0.424 -4.410 -0.087
C -1.536 -0.550 -3.066 -0.131
C 0.554 -3.260 -0.315 -0.335
P 1.403 -1.639 -0.673 1.026
C 2.836 -1.687 0.473 -0.386
C 3.527 -2.857 0.788 -0.086
C 4.608 -2.823 1.654 -0.078
C 5.023 -1.618 2.210 -0.081
C 4.358 -0.447 1.889 -0.069
C 3.268 -0.485 1.027 -0.112
C 2.263 -2.077 -2.247 -0.363
C 1.647 -2.871 -3.215 -0.097
C 2.272 -3.132 -4.428 -0.082
C 3.520 -2.595 -4.701 -0.093
C 4.137 -1.789 -3.753 -0.083
C 3.514 -1.531 -2.542 -0.106
H -0.937 -3.178 -1.880 0.076
H -1.122 -4.502 -0.750 0.111
H -1.881 -2.843 1.012 0.074
H -2.968 -3.085 -0.378 0.090
H -3.842 -1.988 1.722 0.098
H -5.694 -0.938 2.941 0.105
H -6.337 1.400 2.470 0.102
H -5.114 2.686 0.741 0.104
H -3.258 1.634 -0.493 0.086
H -4.617 -1.128 -1.788 0.109
H -5.210 -0.888 -4.169 0.103
H -3.457 -0.426 -5.850 0.101
H -1.093 -0.232 -5.145 0.103
H -0.501 -0.450 -2.748 0.067
H 1.168 -4.049 -0.755 0.077
H 0.584 -3.385 0.771 0.085
H 3.233 -3.803 0.348 0.105
H 5.134 -3.740 1.892 0.103
H 5.862 -1.596 2.894 0.103
H 4.671 0.498 2.316 0.109
H 2.736 0.432 0.803 0.057
H 0.668 -3.294 -3.028 0.085
H 1.781 -3.761 -5.161 0.104
H 4.011 -2.805 -5.642 0.101
H 5.112 -1.363 -3.957 0.103
H 4.019 -0.921 -1.803 0.099
C -2.399 1.416 4.399 -0.066
C -2.064 -0.041 4.707 -0.159
C -0.592 -0.451 4.460 -0.302
C -0.463 -1.955 4.735 -0.185
C 0.930 -2.515 4.497 -0.070
C 0.276 0.307 5.451 -0.424
O 0.314 0.027 6.633 0.085
N 0.989 1.360 4.945 0.204
C 1.050 1.759 3.595 -0.560
O 1.692 2.762 3.328 0.030
N 0.408 1.003 2.672 0.057
C -0.267 -0.116 2.999 -0.475
O -0.713 -0.872 2.124 -0.084
H -3.442 1.617 4.649 0.073
H -2.261 1.641 3.339 0.072
H -1.781 2.107 4.977 0.080
H -2.681 -0.691 4.080 0.106
H -2.287 -0.264 5.752 0.124
H -1.179 -2.465 4.088 0.112
H -0.754 -2.124 5.773 0.119
H 1.229 -2.386 3.460 0.061
H 0.963 -3.582 4.727 0.075
H 1.668 -2.019 5.133 0.080
H 1.533 1.911 5.592 0.158
```

Computed properties:
**Energy**: -3291.1585 Ha
**E_LUMO**: 0.373 eV
**HOMO level**: -7.341 eV
**Relative energy (zero: lowest compared OMol25 entry of this formula, charge and spin)**: 0.223 eV

=====

Density functional theory data (ωB97M-V with the def2-TZVPD basis set) for C41H52Br66F10N4O6P as an isolated structure at a distorted geometry.

Geometry as XYZ:
```
180
Properties=species:S:1:pos:R:3:lowdin_charge:R:1
C -1.246 3.509 3.934 -0.155
C -2.396 4.052 2.853 -0.215
C -1.758 4.058 1.343 -0.285
N -2.380 3.098 0.365 -0.214
P -1.810 1.421 0.527 0.550
C -2.885 0.877 -0.982 -0.229
C -3.510 -0.631 -0.861 -0.210
N -4.563 -0.972 -1.693 0.005
C -3.032 0.855 1.907 -0.242
C -4.582 1.309 1.694 -0.297
N -5.237 1.588 3.063 -0.091
O -0.624 1.832 -0.732 -0.341
C 0.631 1.036 -0.504 -0.248
C 1.322 1.153 -1.987 -0.078
C 0.221 1.239 -3.235 -0.198
O 0.935 0.995 -4.531 -0.159
C 1.085 -0.468 -4.759 -0.299
C -0.021 -1.378 -5.623 -0.032
O 2.163 -1.179 -4.325 -0.061
C 1.497 2.112 0.368 -0.193
C 3.113 1.864 0.420 -0.085
F 1.318 3.517 -0.160 -0.140
C 0.221 -0.436 0.115 -0.186
O -0.347 -1.104 -1.084 -0.011
N 0.523 -1.934 -1.669 -0.019
O 0.007 -2.624 -2.538 0.019
C 1.249 -1.247 1.093 -0.072
F 1.450 -0.345 2.297 0.020
F 2.573 -1.246 0.423 0.008
C 0.766 -2.639 1.744 -0.066
F 1.579 -2.796 3.014 0.011
F -0.654 -2.659 2.259 0.052
C 0.954 -4.032 0.937 -0.059
F 0.745 -5.103 1.994 -0.146
F -0.156 -4.344 -0.043 -0.084
C 2.442 -4.366 0.346 -0.162
F 2.547 -5.874 0.321 -0.036
F 2.694 -3.924 -1.042 -0.146
F 3.578 -3.903 1.174 -0.016
O -1.054 -0.115 0.842 -0.281
H -1.077 2.351 3.879 0.061
H -1.534 3.762 5.053 -0.002
H -0.185 4.004 3.706 0.034
H -2.588 5.185 3.158 0.099
H -3.422 3.502 2.963 0.064
H -1.966 5.152 0.908 0.118
H -0.597 3.988 1.462 0.075
H -2.345 3.447 -0.632 -0.053
H -1.009 1.861 1.657 0.035
H -2.351 1.039 -2.019 0.059
H -3.816 1.624 -0.987 0.080
H -3.133 -1.482 -0.132 0.115
H -4.728 -0.096 -2.261 -0.005
H -3.018 -0.337 1.952 0.089
H -2.705 1.203 2.993 0.083
H -5.165 0.353 1.280 0.108
H -4.773 2.160 0.918 0.098
H -6.090 0.960 3.113 0.069
H -5.625 2.557 3.068 -0.094
H 2.032 2.072 -2.139 0.069
H 2.019 0.192 -2.109 0.124
H -0.229 2.340 -3.329 -0.043
H -0.613 0.422 -3.180 0.127
H 0.055 -2.524 -5.298 0.067
H -1.137 -1.015 -5.420 0.101
H 0.220 -1.379 -6.788 0.039
H 1.139 2.181 1.504 0.145
H 3.734 2.875 0.286 0.050
H 3.372 1.507 1.530 0.081
H 3.521 1.024 -0.284 0.084
C -8.493 4.129 4.137 -1.559
Br -8.517 3.796 6.054 0.544
Br -9.863 5.404 3.607 0.536
Br -6.728 4.664 3.518 0.606
H -8.731 3.181 3.645 -0.018
C 2.005 -0.072 -9.771 -1.586
Br 2.621 -0.274 -7.937 0.596
Br 0.525 -1.269 -10.173 0.566
Br 1.574 1.779 -10.190 0.513
H 2.836 -0.361 -10.422 -0.027
C -12.380 8.502 5.178 -1.618
Br -12.465 9.001 3.299 0.544
Br -12.873 6.641 5.456 0.542
Br -10.647 8.917 5.959 0.550
H -13.122 9.112 5.704 -0.167
C 3.590 -6.288 3.835 -1.579
Br 4.063 -7.943 2.928 0.522
Br 2.528 -6.616 5.432 0.568
Br 5.155 -5.199 4.217 0.546
H 2.961 -5.715 3.146 -0.060
C -1.293 -8.341 2.736 -1.552
Br 0.300 -9.438 2.941 0.530
Br -1.959 -7.704 4.449 0.561
Br -1.009 -6.881 1.481 0.674
H -2.071 -8.983 2.309 -0.024
C 5.038 -11.432 0.684 -1.584
Br 5.503 -13.264 0.224 0.556
Br 3.287 -11.319 1.524 0.535
Br 6.416 -10.586 1.766 0.534
H 4.979 -10.872 -0.255 -0.017
C 2.126 5.952 -11.843 -1.572
Br 0.583 4.810 -11.531 0.538
Br 3.342 5.957 -10.324 0.527
Br 3.039 5.498 -13.500 0.549
H 1.750 6.974 -11.955 -0.024
C 6.305 -0.931 3.940 -1.598
Br 5.146 -1.895 2.711 0.607
Br 6.187 0.994 3.687 0.533
Br 5.981 -1.440 5.790 0.531
H 7.334 -1.222 3.704 -0.139
C 2.275 5.945 -3.141 -1.552
Br 1.465 4.215 -3.510 0.700
Br 0.937 7.304 -2.758 0.559
Br 3.615 5.831 -1.736 0.561
H 2.794 6.256 -4.054 -0.025
C 2.533 5.833 2.310 -1.588
Br 3.975 7.081 1.923 0.528
Br 2.997 4.616 3.755 0.554
Br 0.852 6.752 2.649 0.579
H 2.389 5.223 1.412 -0.057
C 10.584 -10.257 1.049 -1.590
Br 9.944 -9.954 -0.763 0.554
Br 10.890 -12.146 1.402 0.581
Br 12.154 -9.182 1.452 0.560
H 9.789 -9.930 1.727 -0.040
C 6.340 3.008 -9.458 -1.572
Br 6.680 4.214 -7.970 0.560
Br 5.020 1.653 -9.005 0.547
Br 5.861 3.973 -11.077 0.507
H 7.279 2.483 -9.665 -0.025
C -9.813 11.514 1.470 -1.610
Br -8.220 10.417 1.676 0.561
Br -10.479 12.151 3.183 0.518
Br -9.529 12.974 0.216 0.550
H -10.590 10.872 1.043 -0.034
C -13.354 9.573 9.024 -1.577
Br -13.014 10.779 10.512 0.567
Br -14.674 8.218 9.477 0.564
Br -13.834 10.538 7.405 0.635
H -12.415 9.048 8.817 -0.034
C -3.180 3.783 -4.393 -1.528
Br -4.724 2.641 -4.081 0.580
Br -1.965 3.788 -2.875 0.747
Br -2.267 3.329 -6.050 0.567
H -3.557 4.805 -4.505 -0.023
C -3.989 4.087 7.429 -1.570
Br -5.392 4.828 8.555 0.527
Br -4.717 3.158 5.882 0.564
Br -2.684 5.435 6.916 0.582
H -3.459 3.340 8.029 -0.022
C 12.794 -13.270 -1.749 -1.619
Br 12.155 -12.966 -3.561 0.547
Br 13.100 -15.158 -1.396 0.547
Br 14.364 -12.194 -1.346 0.542
H 12.000 -12.942 -1.070 -0.104
C -4.101 -6.641 -1.504 -1.590
Br -3.627 -8.296 -2.410 0.554
Br -5.162 -6.969 0.093 0.567
Br -2.535 -5.552 -1.122 0.581
H -4.729 -6.068 -2.193 -0.137
C -8.300 -6.570 -2.117 -1.595
Br -9.702 -5.828 -0.991 0.559
Br -9.028 -7.498 -3.664 0.552
Br -6.995 -5.221 -2.630 0.632
H -7.769 -7.316 -1.517 -0.055
C 1.195 -6.103 -3.434 -1.555
Br 1.110 -5.605 -5.312 0.570
Br 0.702 -7.964 -3.156 0.544
Br 2.928 -5.689 -2.653 0.751
H 0.453 -5.494 -2.908 -0.046
C 10.515 -1.092 4.522 -1.558
Br 10.854 0.114 6.010 0.574
Br 9.195 -2.447 4.975 0.604
Br 10.035 -0.126 2.903 0.594
H 11.453 -1.617 4.315 -0.024
C 8.481 2.485 0.332 -1.595
Br 6.577 2.648 0.693 0.557
Br 8.838 2.213 -1.561 0.562
Br 9.486 3.989 1.049 0.550
H 8.830 1.589 0.855 -0.083
```

Computed properties:
**Energy**: -173488.0233 Ha
**Charge**: -1
**E_LUMO**: 0.449 eV
**HOMO level**: -5.426 eV

=====

Question: Among the records above, which one has the lowest energy?
Answer: C41H52Br66F10N4O6P